21
Properties=species:S:1:pos:R:3:forces:R:3 method="wB97M-V/def2-TZVPD" max_force_ev_per_a=5.6 e_above_lowest_kcal_mol=83.2 smiles=CNCCCN.O homo_lumo_gap_ha=0.3293 lumo_ev=0.776
C 1.479017 -0.643064 0.307965 -3.12 -2.24 -0.08
C 0.155862 0.149971 0.326098 2.00 0.45 3.95
C -0.735332 -0.038575 -0.802473 -2.91 2.56 -2.93
C -0.166172 0.066082 -3.241257 5.58 0.56 -0.27
N -0.428819 0.789047 -2.063539 -0.60 1.47 3.74
N 1.178236 -2.112293 0.655729 -0.27 1.70 -0.99
H 1.756999 -0.548004 -0.678593 1.32 -0.45 -2.38
H 2.273973 -0.388181 0.891354 1.79 1.66 1.82
H 0.381868 1.317167 0.570594 -0.88 -2.71 -0.45
H -0.317918 -0.436363 1.180461 -0.09 1.70 -0.50
H -0.989188 -1.032759 -1.147936 0.29 -0.49 0.45
H -1.684795 0.484813 -0.521062 0.34 -1.09 0.22
H 0.565797 -0.734783 -2.811638 -0.83 0.36 -1.98
H 0.488150 0.849804 -3.894779 -1.55 -2.23 0.96
H -0.925067 -0.394433 -3.855025 -0.71 0.26 0.32
H 0.316452 1.425611 -1.672630 -0.82 -0.87 -1.82
H 1.603067 -2.382382 1.519434 0.20 0.21 0.68
H 1.667961 -2.642450 -0.024403 0.26 -0.83 -0.74
H -2.830177 2.130689 5.604605 0.91 0.44 -1.65
H -1.468727 1.803796 4.896388 -1.84 1.19 -0.38
O -2.321186 2.336310 4.760707 0.93 -1.63 2.02

---

134
Properties=species:S:1:pos:R:3:forces:R:3 method="wB97M-V/def2-TZVPD" max_force_ev_per_a=4.0 e_above_lowest_kcal_mol=21.8 smiles=COC[C@H](C)N.COC[C@H](C)N.COC[C@H](C)N.COC[C@H](C)N.COC[C@H](C)N.COC[C@H](C)N.COC[C@H](C)N.O.O.O.O.O homo_lumo_gap_ha=0.3430 lumo_ev=0.566
C -0.053644 4.371266 -0.538414 -0.42 0.53 -0.86
C 0.714029 5.203282 0.462824 0.15 0.92 -0.13
C 1.198468 4.299031 1.536827 0.48 -0.75 1.90
O 0.036022 3.847416 2.185713 -0.82 -0.16 0.15
C 0.252442 2.742896 3.033361 0.82 0.71 -1.27
N 1.784252 5.933232 -0.173585 0.92 0.06 0.91
H -0.804170 5.049052 -0.943856 -0.24 -0.36 -0.53
H -0.547077 3.582384 -0.008692 -0.52 -0.59 0.01
H 0.563593 3.942461 -1.383665 -0.44 0.54 1.02
H 0.112716 5.984652 1.019279 0.12 -1.00 -0.81
H 1.793514 4.805856 2.317140 0.34 0.07 -0.58
H 1.702409 3.357328 1.243981 0.44 0.65 -0.62
H 0.649981 3.066045 3.964437 0.77 0.17 0.97
H 0.915287 2.010875 2.542408 -0.17 -0.04 0.31
H -0.703663 2.369122 3.205219 -1.53 -1.15 0.40
H 1.476913 6.696128 -0.727987 -0.56 0.72 -0.32
H 2.248524 5.321502 -0.803241 0.65 -0.54 -0.56
C -2.422332 4.293056 -5.444087 0.95 1.33 -1.37
C -1.793463 3.970975 -4.117582 -2.04 -3.23 -1.20
C -2.897427 3.427045 -3.187918 1.47 -0.27 1.38
O -3.753774 4.462742 -2.793676 0.17 0.48 -0.60
C -4.625174 4.053184 -1.801798 0.23 -2.02 0.96
N -0.848213 2.826973 -4.229967 1.00 1.56 0.25
H -1.620828 4.611366 -6.184799 -0.95 -0.37 0.71
H -3.142932 5.108951 -5.367880 0.03 0.08 0.08
H -2.949606 3.452299 -5.845925 -0.21 -0.66 -0.31
H -1.361663 4.871012 -3.790169 0.92 0.78 1.20
H -2.320660 3.052695 -2.286381 -0.71 0.22 -0.55
H -3.441280 2.514642 -3.587729 0.43 1.04 -0.02
H -5.239911 4.881596 -1.459884 0.00 -0.05 -0.07
H -4.042669 3.577180 -0.940083 -0.57 0.86 -0.60
H -5.221657 3.190037 -2.181524 -0.23 0.63 0.22
H 0.021871 3.218658 -4.606892 -0.31 -0.58 0.03
H -1.149574 2.092552 -4.865455 -0.15 0.29 -0.15
C 4.137106 -2.159108 4.904181 0.07 -0.18 0.74
C 3.561945 -0.752568 4.758481 0.55 0.44 0.00
C 4.316768 -0.002978 3.585572 0.18 -1.98 0.90
O 3.929074 1.324074 3.407780 0.04 -0.68 1.04
C 4.671386 1.885976 2.373912 0.75 0.52 0.27
N 2.157318 -0.805583 4.442937 -1.43 -1.21 -0.13
H 5.163899 -2.157989 4.659361 1.45 0.25 -0.47
H 3.720080 -2.874048 4.221392 -0.65 -0.28 -0.33
H 4.177321 -2.583583 5.927056 -0.72 0.42 -0.37
H 3.723088 -0.261535 5.744806 0.19 0.23 -0.72
H 4.169283 -0.601696 2.654314 -0.31 0.28 0.36
H 5.409510 -0.128674 3.782136 -0.40 0.60 0.08
H 4.530058 2.950744 2.473788 -0.11 0.42 -0.40
H 4.281020 1.503441 1.441817 0.23 0.03 -0.68
H 5.773740 1.703257 2.482137 -0.81 -0.12 -0.17
H 1.636814 -1.616657 4.817624 0.91 0.41 -0.28
H 1.632010 -0.027968 4.777808 -0.05 0.88 0.10
C -3.472219 -1.670529 1.596627 0.55 -0.43 0.35
C -2.157784 -0.917028 1.391555 -0.39 0.87 -1.29
C -2.473151 0.590843 1.427754 -2.59 -1.29 0.33
O -2.910904 0.783646 2.772478 -1.90 2.38 0.06
C -3.559186 2.108859 2.947274 -0.17 -1.25 1.06
N -1.117083 -1.278433 2.369387 -1.02 -0.25 0.45
H -3.838022 -1.572083 2.616797 0.20 -0.15 0.20
H -3.258191 -2.725065 1.360809 -0.52 0.29 0.07
H -4.271252 -1.262134 0.979717 0.30 -0.22 -0.33
H -1.855473 -1.154189 0.329997 0.26 0.11 1.22
H -3.312260 0.802509 0.673861 0.98 -0.13 0.91
H -1.717194 1.300385 1.314838 1.87 0.85 -0.94
H -4.514328 2.297929 2.397430 0.99 -0.55 -0.43
H -2.833582 2.914573 2.803842 -0.14 -0.04 -0.23
H -3.925704 2.135058 3.991765 0.61 -0.09 -0.31
H -1.357796 -0.884758 3.300341 -0.19 -0.46 -0.87
H -0.328186 -0.741120 2.103832 1.28 0.35 -0.25
C 5.500331 -3.360618 0.124480 1.31 1.08 -0.33
C 5.442278 -3.785607 1.583611 -0.69 1.22 -0.36
C 4.315368 -4.745276 1.803028 -0.67 -0.87 0.42
O 3.106727 -4.095117 2.171214 -0.37 -0.23 0.55
C 2.250425 -5.034227 2.862866 0.98 0.40 -0.48
N 6.629743 -4.514361 1.938263 -0.17 -0.04 -0.32
H 6.468768 -2.836475 -0.119555 -0.75 -0.36 0.44
H 4.734967 -2.587289 -0.058136 0.03 -0.70 -0.27
H 5.496410 -4.219749 -0.560343 -0.47 0.24 0.18
H 5.146336 -2.853542 2.163817 0.86 -0.84 -0.15
H 4.634035 -5.392777 2.668397 -0.46 0.06 -1.02
H 4.105857 -5.285532 0.843722 0.42 -0.31 0.97
H 2.676690 -5.293145 3.881804 -0.52 0.02 -1.26
H 2.104087 -5.862811 2.161744 0.18 -0.53 0.64
H 1.291995 -4.568662 2.926826 -0.61 0.48 0.47
H 6.696516 -4.692695 2.920297 0.26 0.01 0.42
H 7.451122 -4.095545 1.562845 0.66 0.30 0.06
C -6.914082 -1.260977 0.207689 -1.07 1.28 -0.84
C -6.296887 -0.266552 -0.803405 -2.10 -1.62 -1.17
C -5.750123 -0.982707 -2.035831 0.20 -0.30 -1.07
O -4.759804 -1.965078 -1.726281 -0.91 1.27 1.26
C -4.214655 -2.610440 -2.814245 1.31 -1.12 1.08
N -7.237348 0.708814 -1.373856 0.68 1.47 0.92
H -7.167071 -0.731991 1.136117 -0.24 -0.05 -0.26
H -6.161362 -1.959001 0.470112 0.37 -1.18 0.05
H -7.840552 -1.696638 -0.259253 0.95 0.04 0.66
H -5.532494 0.222146 -0.299377 1.56 1.29 0.69
H -5.393862 -0.184022 -2.780974 -0.19 -1.18 0.94
H -6.595536 -1.539417 -2.504950 0.20 0.52 0.00
H -3.802450 -1.908232 -3.484127 0.33 0.76 -1.32
H -4.835496 -3.358439 -3.263153 -0.97 -0.12 -0.63
H -3.378906 -3.202176 -2.417062 0.04 0.20 -0.04
H -8.166338 0.389075 -1.601186 0.04 -0.28 0.28
H -7.276260 1.573238 -0.806976 -0.23 -0.93 -0.57
C -1.101174 0.075733 -2.217692 1.24 0.06 -0.84
C 0.433199 0.315030 -2.421551 -1.59 0.51 -0.02
C 1.156041 0.367375 -1.098070 1.96 -1.32 0.41
O 1.126002 -0.954563 -0.476767 -0.52 1.19 -0.99
C 1.880989 -1.018744 0.689839 0.67 0.10 0.28
N 0.911034 -0.684502 -3.388704 -0.53 0.91 0.44
H -1.524298 0.854407 -1.569112 -0.01 -0.37 -0.06
H -1.219564 -0.955984 -1.808552 -0.40 0.80 -0.43
H -1.475944 0.229459 -3.261617 -0.40 -0.55 1.10
H 0.470546 1.326489 -2.902771 0.33 -0.76 0.45
H 0.800701 1.092278 -0.376286 -0.75 0.34 0.08
H 2.244517 0.640044 -1.199452 -0.67 -0.28 -0.35
H 2.993178 -0.965701 0.500033 -0.83 -0.45 0.00
H 1.547671 -1.958977 1.145919 0.74 0.34 0.39
H 1.702008 -0.158322 1.357976 -0.26 -0.24 0.06
H 0.662156 -1.623980 -3.142748 -0.38 -0.39 0.51
H 1.912326 -0.666644 -3.390311 0.54 0.14 -0.56
O 3.608089 -0.695365 -3.900354 0.59 -0.45 0.32
H 3.762555 -1.626096 -3.593652 0.12 0.64 -0.39
H 3.983600 -0.586081 -4.777524 -0.01 -0.19 0.05
O 2.096558 -4.051882 -0.638382 -0.71 -0.67 -0.29
H 2.257153 -4.127402 0.310630 0.04 0.21 0.26
H 1.198576 -4.447052 -0.753829 0.95 0.56 0.15
O 3.851203 -3.188156 -2.756368 -0.08 0.36 0.12
H 3.491139 -3.261013 -1.848126 0.01 -0.47 -0.59
H 4.360673 -3.971547 -2.980552 -0.17 -0.01 0.35
O -0.513679 0.193236 -5.728563 -0.77 1.40 -0.36
H -0.177118 -0.083572 -4.873759 0.84 -0.69 0.53
H -0.480007 -0.541771 -6.319817 0.12 -0.75 -0.33
O -0.534457 -3.593030 0.408235 -0.45 -0.57 1.39
H -0.069491 -2.837197 0.041496 0.07 0.50 0.16
H -0.701019 -3.411703 1.378907 0.31 0.27 -1.65

---

83
Properties=species:S:1:pos:R:3:forces:R:3 method="wB97M-V/def2-TZVPD" max_force_ev_per_a=2.2 charge=+1 homo_lumo_gap_ha=0.2671 lumo_ev=-4.242
F -0.647732 2.948388 -2.867035 -0.26 -0.04 0.27
C -0.903360 1.625425 -3.133556 1.10 1.01 -1.26
F -0.496991 0.957974 -2.029271 -0.45 -0.17 0.10
C -0.054907 1.283502 -4.378387 -0.26 -1.29 0.26
C 1.015852 0.220955 -4.060244 0.66 0.59 -0.48
C 2.270804 0.862753 -3.377835 -0.14 -0.64 -0.02
C 2.764654 0.112363 -2.099211 -0.94 0.40 -0.26
C 2.367288 0.857065 -0.852803 0.42 -0.96 -0.63
C 2.465840 2.210053 -0.668515 0.43 0.55 -0.61
C 2.038146 2.784446 0.497302 -0.12 0.59 0.28
C 1.516102 1.990365 1.509019 -0.34 0.85 0.13
C 1.446471 0.663834 1.300914 -0.39 -0.92 0.64
N 1.863619 0.130734 0.144081 -0.07 -0.42 0.29
C -2.444549 1.568850 -3.362860 0.23 0.40 0.97
F -3.017328 2.391351 -2.478683 -0.06 -0.22 0.18
F -2.726321 2.030368 -4.573136 0.13 -0.07 -0.15
S -3.241508 -0.129095 -3.125316 -2.13 0.06 -0.58
F -3.685508 -0.168701 -4.649149 0.53 -0.27 -0.03
F -1.894661 -0.887599 -3.468011 0.21 0.13 0.14
F -2.943736 -0.119528 -1.567934 0.67 0.06 -0.10
F -4.641811 0.579191 -2.813006 0.23 -0.07 0.04
F -3.940608 -1.532548 -2.934673 0.14 -0.04 0.10
H 0.391741 2.201511 -4.759840 -0.09 0.00 0.13
H -0.687007 0.884688 -5.175811 -0.09 0.13 0.15
H 0.598158 -0.615220 -3.493541 0.16 0.44 -0.23
H 1.356182 -0.161026 -5.027061 -0.17 -0.17 0.12
H 2.003524 1.902830 -3.180076 0.35 -0.05 0.21
H 3.104709 0.869057 -4.081876 -0.17 0.14 -0.06
H 3.837595 -0.089763 -2.128275 -0.03 0.25 0.12
H 2.238975 -0.846992 -2.062735 0.45 0.13 -0.07
H 2.891938 2.783680 -1.480950 -0.07 0.16 0.15
H 2.092216 3.857273 0.642371 0.06 -0.05 -0.02
H 1.157742 2.419314 2.428780 0.07 -0.01 0.00
H 1.049610 0.004494 2.061934 0.07 -0.19 -0.24
H 1.787914 -0.873421 0.016614 -0.05 0.09 -0.12
C 4.685097 2.819929 3.036889 0.06 0.09 0.02
C 5.948545 2.587370 3.375278 -0.04 0.05 -0.12
C 6.410579 2.746165 4.776621 0.06 -0.02 0.04
O 7.561228 2.534119 5.086166 -0.03 -0.04 -0.01
C 5.406520 3.173674 5.782875 -0.08 0.01 0.03
C 4.141930 3.405032 5.440484 0.01 -0.03 0.06
C 3.683952 3.244210 4.041634 -0.05 -0.03 0.08
O 2.523316 3.452096 3.734201 0.22 0.10 0.08
H 4.331157 2.707604 2.021122 0.01 -0.01 -0.01
H 6.693789 2.272835 2.655850 0.03 0.00 0.04
H 5.761396 3.284001 6.799750 0.04 0.00 -0.02
H 3.394560 3.717161 6.159041 -0.02 0.01 -0.03
C -7.796698 0.681477 -2.732935 0.04 -0.08 -0.03
C -7.662598 -0.519619 -3.288594 0.02 0.09 0.04
C -8.845074 -1.299653 -3.730723 -0.02 -0.08 -0.04
O -8.721445 -2.394841 -4.234997 0.02 0.02 0.02
C -10.182052 -0.688003 -3.530538 -0.04 0.07 0.03
C -10.316301 0.513409 -2.974451 -0.02 -0.07 -0.04
C -9.133958 1.293424 -2.532359 -0.05 0.07 0.03
O -9.253231 2.388544 -2.027368 0.02 -0.03 0.00
H -6.947585 1.265340 -2.403659 -0.05 0.05 0.02
H -6.696167 -0.981801 -3.443627 -0.03 -0.04 -0.03
H -11.031603 -1.272300 -3.860163 0.03 -0.03 -0.01
H -11.282749 0.975713 -2.819410 0.02 0.04 0.02
C 5.098852 -1.136588 6.012392 0.04 -0.01 0.02
C 4.970377 -1.879577 7.108842 0.05 0.04 -0.06
C 3.633347 -2.191478 7.674920 0.03 -0.05 0.08
O 3.512690 -2.864576 8.671833 -0.02 0.01 -0.03
C 2.446593 -1.642454 6.968361 -0.08 0.05 -0.06
C 2.578985 -0.900119 5.872568 -0.01 -0.02 0.01
C 3.914519 -0.591475 5.310020 0.04 0.01 0.03
O 4.036980 0.087232 4.306261 -0.10 -0.04 -0.03
H 6.064706 -0.897123 5.584746 -0.01 0.02 -0.02
H 5.823314 -2.287578 7.635861 -0.03 -0.01 0.03
H 1.480504 -1.880028 7.395311 0.02 -0.02 0.04
H 1.726540 -0.489882 5.345227 0.02 0.03 0.00
C 0.087699 -5.561919 -1.807726 0.08 0.03 -0.03
C 0.713032 -4.428098 -2.115054 0.04 0.00 -0.04
C 0.098214 -3.114475 -1.830398 -0.05 -0.11 -0.07
O 0.675301 -2.072383 -2.116577 -0.21 -0.53 0.51
C -1.234459 -3.098134 -1.191057 0.00 0.05 0.04
C -1.864652 -4.228673 -0.881600 -0.01 0.09 0.01
C -1.252322 -5.552858 -1.165133 -0.05 -0.08 -0.01
O -1.820528 -6.580677 -0.883143 0.02 0.03 0.01
H 0.518815 -6.534445 -2.007923 -0.03 -0.02 0.01
H 1.689281 -4.413553 -2.583398 -0.01 0.02 -0.01
H -1.662311 -2.124487 -0.992509 0.01 0.02 -0.01
H -2.841141 -4.239111 -0.414136 0.00 -0.04 -0.01